The following is a DFT calculation (ωB97M-V/def2-TZVPD) of the molecule C6H10OS at a distorted geometry.

Results
SMILES   C=C[C@@H](CO)C(C)=S
Gap between HOMO and LUMO   8.57 eV
Multiplicity   1

Last column: Mulliken charge in e.
Atoms and positions in Å:
1 C -1.196 -0.731 1.662  -1.086
2 C -0.532 -0.536 0.342  -0.031
3 C 0.596 0.505 0.281  0.699
4 C 0.073 1.724 -0.472  -0.612
5 C 1.867 -0.059 -0.371  -0.463
6 C 2.963 -0.524 0.297  -0.819
7 H -1.990 -1.468 1.607  0.368
8 H -0.481 -1.044 2.470  0.295
9 H -1.576 0.251 1.965  0.348
10 H 0.911 0.782 1.298  0.234
11 H 0.752 2.601 -0.253  0.325
12 H 0.111 1.521 -1.551  0.299
13 H -1.749 1.354 0.421  0.332
14 H 1.913 -0.147 -1.423  0.310
15 H 3.162 -0.384 1.364  0.246
16 H 3.734 -1.073 -0.203  0.265
17 O -1.250 2.039 -0.073  -0.509
18 S -1.088 -1.311 -0.972  -0.203


The following is a DFT calculation (ωB97M-V/def2-TZVPD) of the molecule C6H10S at a distorted geometry.

Results
Gap between HOMO and LUMO (spin up / spin down)   8.60 / 7.73 eV
Multiplicity   1

Last column: Mulliken charge in e.
Atoms and positions in Å:
1 C -2.002 0.847 -0.155  -0.268
2 C -1.331 1.807 0.390  -0.659
3 C -1.547 -0.632 -0.237  -0.565
4 C -0.069 -0.881 -0.509  -0.452
5 C 1.009 -0.121 0.245  0.202
6 C 2.267 0.140 -0.475  -1.244
7 S 0.950 -0.279 2.052  -0.200
8 H -2.994 1.042 -0.144  0.375
9 H -0.291 2.095 0.592  0.418
10 H -1.859 -1.140 0.666  0.347
11 H -2.085 -0.978 -1.049  0.371
12 H 0.102 -2.038 -0.371  0.246
13 H 0.205 -0.660 -1.499  0.331
14 H 2.086 0.728 -1.349  0.348
15 H 2.866 -0.788 -0.789  0.276
16 H 2.938 0.709 0.239  0.353
17 H -0.245 0.149 2.394  0.122